1.
105
Properties=species:S:1:pos:R:3:forces:R:3:mulliken_charge:R:1 method="wB97M-V/def2-TZVPD" orbital_gap_ev=7.17 e_homo_ev=-5.2 total_energy_ev=-169503.246 relative_energy_ev=0.110 total_charge=-1
Al 0.98700 -0.01939 -1.02075 -0.953 0.933 -0.271 1.753
C -0.84073 2.06038 3.40826 0.215 -0.431 -0.281 -1.817
Sb 0.23560 0.62788 2.06927 -0.846 0.413 0.792 -0.017
C 0.15989 1.58975 0.11994 1.052 -0.407 0.923 0.626
C -1.10375 2.27613 -0.15371 -0.415 0.401 0.031 -0.130
C -1.46881 3.46598 0.51727 -0.037 -0.098 -0.111 -0.792
C -2.58472 4.17142 0.13798 -0.138 0.033 -0.150 -1.130
C -3.36780 3.68029 -0.90127 0.030 0.081 0.136 -1.385
C -2.98434 2.47712 -1.45660 -0.414 0.273 -0.204 -0.227
N -1.90764 1.79577 -1.10655 0.238 -0.090 0.167 1.451
Si 1.56351 2.90471 0.22225 0.591 1.057 -0.056 1.119
C 1.50660 4.37142 1.50990 -0.459 -0.614 -0.210 -1.482
C 1.47650 4.00746 -1.35730 0.029 -0.648 0.383 -1.057
C 3.26429 2.22938 0.75528 -0.641 -0.178 -0.472 -1.011
C -1.41937 -0.99893 1.95350 0.229 0.416 0.799 2.600
C -1.52349 -1.65422 0.62632 -0.501 -0.416 -0.119 -1.949
C -2.47754 -2.68528 0.53459 0.016 0.024 -0.132 -0.391
C -2.64854 -3.43481 -0.60320 0.243 0.106 -0.148 -1.623
C -1.83614 -3.14054 -1.68642 -0.108 0.024 0.255 -1.154
C -0.93238 -2.10935 -1.53953 -0.153 -0.807 -0.567 -0.628
N -0.74978 -1.38104 -0.43568 0.297 0.212 -0.215 1.007
Si -0.68835 -2.38164 3.10757 0.212 -0.658 0.736 1.334
C 0.10635 -1.72960 4.72796 -0.330 0.108 -0.751 -1.287
C -1.95922 -3.68093 3.76479 0.260 0.690 -0.433 -1.279
C 0.59195 -3.43287 2.16424 -0.613 0.435 0.260 -0.565
Si -3.15116 -0.40185 2.56422 -0.823 0.344 0.266 0.509
C -3.81167 1.05640 1.52970 0.510 -0.396 0.460 -0.712
C -3.14173 -0.04271 4.44572 0.302 -0.025 -0.666 -1.106
C -4.71377 -1.54810 2.47794 0.761 0.026 -0.181 -1.378
H -0.31432 3.00674 3.38663 0.176 0.159 -0.166 0.453
H -0.73481 1.67378 4.41667 0.054 -0.128 0.160 0.593
H -1.88772 2.24191 3.21898 -0.293 0.057 -0.124 0.423
H -0.86413 3.81716 1.33099 0.100 0.059 0.110 0.630
H -2.85117 5.09426 0.63840 0.022 0.022 0.046 0.451
H -4.24676 4.20332 -1.24824 -0.057 -0.004 -0.041 0.450
H -3.57734 2.03623 -2.25257 -0.065 0.015 0.000 0.221
H 0.76580 5.12724 1.27000 -0.189 0.153 -0.035 0.367
H 2.47313 4.86782 1.50343 0.276 -0.059 -0.112 0.439
H 1.33063 4.03275 2.52605 0.005 -0.022 0.290 0.346
H 0.60497 4.65630 -1.31700 -0.179 0.085 0.138 0.345
H 1.40853 3.42567 -2.26653 -0.025 -0.028 -0.206 0.073
H 2.35254 4.64416 -1.43225 0.246 0.109 0.064 0.460
H 3.27952 2.01898 1.82205 -0.062 0.020 0.211 0.233
H 4.04351 2.95546 0.54810 0.078 0.307 -0.064 0.523
H 3.51642 1.32262 0.22917 0.181 -0.210 -0.061 -0.018
H -3.07599 -2.88859 1.39834 -0.118 -0.102 0.160 0.696
H -3.38523 -4.22548 -0.63735 -0.037 -0.062 -0.002 0.456
H -1.89554 -3.68598 -2.61382 0.034 0.015 -0.131 0.535
H -0.28921 -1.86318 -2.36407 0.042 -0.054 -0.107 0.473
H -0.63572 -1.33438 5.41226 -0.230 0.109 0.133 0.333
H 0.83583 -0.94924 4.52973 0.149 0.063 0.023 0.283
H 0.61197 -2.54494 5.23564 0.101 -0.258 -0.014 0.488
H -2.80144 -3.23167 4.27588 -0.241 0.156 0.169 0.288
H -1.45697 -4.32880 4.47632 0.256 -0.070 0.143 0.451
H -2.34382 -4.31418 2.97392 -0.092 -0.147 -0.218 0.352
H 1.54663 -3.47053 2.67559 0.109 0.015 0.171 0.434
H 0.77819 -3.03028 1.17801 -0.053 -0.089 -0.258 -0.400
H 0.24556 -4.45374 2.03386 -0.187 -0.169 0.003 0.421
H -3.15850 1.91788 1.55830 0.104 0.185 -0.045 -0.152
H -4.79218 1.36950 1.88025 -0.179 -0.078 0.161 0.551
H -3.90949 0.76845 0.48714 -0.001 -0.155 -0.162 0.202
H -2.17278 0.27035 4.80087 0.240 0.110 0.158 0.177
H -3.43467 -0.91741 5.01584 -0.088 -0.294 0.019 0.350
H -3.84657 0.74795 4.67988 -0.199 0.207 -0.032 0.425
H -5.03778 -1.71873 1.45615 -0.053 -0.036 -0.225 0.338
H -5.53006 -1.04577 2.99267 0.007 0.264 0.135 0.405
H -4.58645 -2.51354 2.95648 0.051 -0.235 0.110 0.370
O 3.11093 -3.42152 -2.39307 0.117 0.304 -0.325 -0.709
As 3.04825 -1.69186 -2.84814 0.813 -1.098 -0.796 -0.557
O 4.03674 -1.03527 -1.45635 -0.252 0.243 -0.166 0.457
O 1.55330 -1.27076 -2.18096 -0.688 -0.132 0.196 0.246
C 5.15493 -1.56110 -0.96839 0.562 0.024 0.418 0.792
C 6.13089 -2.19628 -1.72533 -0.214 0.046 -0.211 -1.139
C 7.30185 -2.64145 -1.13629 0.143 0.007 -0.038 -0.795
C 7.52112 -2.43429 0.21412 0.130 -0.080 0.002 -0.560
C 6.54509 -1.83111 0.98974 -0.255 0.117 0.151 -0.742
C 5.35660 -1.41247 0.41808 0.412 -0.394 -0.836 0.641
S 2.82911 -1.66307 1.09296 -0.130 0.481 0.900 0.472
O 3.06654 -2.87375 0.31898 -0.066 0.014 -0.129 -0.739
O 4.36155 -0.88692 1.17507 -0.788 0.227 0.023 -0.352
O 1.88328 -0.66962 0.37729 1.541 -0.873 0.766 -1.687
H 3.04106 -3.44003 -1.42717 -0.080 -0.172 0.337 0.457
H 5.93423 -2.33722 -2.78211 0.133 -0.027 0.021 0.384
H 8.05355 -3.13996 -1.73552 -0.016 0.004 -0.030 0.383
H 8.43913 -2.76317 0.67845 0.096 -0.029 0.014 0.369
H 6.69090 -1.68870 2.05106 -0.043 -0.003 0.098 0.414
O 3.34464 1.17149 -3.63896 -0.083 0.292 0.061 -0.728
C 2.32036 1.18933 -2.97390 0.371 0.446 -1.121 -0.127
O 2.21564 1.16006 -1.71445 0.353 0.012 0.613 -0.705
C 0.99545 1.22424 -3.70243 -0.024 -0.117 -0.242 0.735
C 0.93560 1.74895 -5.00772 -0.154 0.073 -0.187 -1.348
C -0.25615 1.72683 -5.66815 0.218 0.027 0.212 -1.169
C -1.36878 1.13250 -5.03890 0.042 -0.161 0.402 0.875
C -2.62464 1.03604 -5.67445 -0.163 -0.049 -0.040 -0.828
C -3.67217 0.41626 -5.05543 0.034 0.175 -0.276 -0.888
C -3.50980 -0.10285 -3.76126 0.101 -0.135 0.184 -0.501
C -2.31310 -0.00307 -3.10906 -0.246 -0.175 -0.029 -0.349
C -1.20375 0.60911 -3.72415 -0.415 0.218 -0.789 0.030
N -0.02159 0.69717 -3.07225 0.214 0.058 0.344 0.893
H 1.84074 2.15280 -5.43327 0.053 0.011 -0.021 0.582
H -0.37070 2.14496 -6.66022 0.047 -0.002 -0.054 0.415
H -2.73413 1.46483 -6.66182 -0.019 -0.023 -0.086 0.406
H -4.62984 0.33380 -5.55118 -0.038 0.021 -0.031 0.399
H -4.35598 -0.56543 -3.27152 -0.002 -0.068 0.083 0.442
H -2.19620 -0.33340 -2.09472 -0.143 0.022 -0.059 0.788



2.
111
Properties=species:S:1:pos:R:3:forces:R:3:mulliken_charge:R:1 method="wB97M-V/def2-TZVPD" orbital_gap_ev=6.62 e_homo_ev=-6.7 total_energy_ev=-141620.461 relative_energy_ev=0.000
Ca 0.13345 -0.00226 -0.17585 -0.048 0.986 0.791 0.690
C 1.10696 -3.23905 -3.50293 0.010 -0.019 -0.009 -1.291
C 0.43605 -2.36941 -2.63373 -0.126 0.082 0.042 -0.928
N 0.97272 -1.27059 -2.14832 0.308 -0.067 -0.241 1.854
C 2.22665 -0.94378 -2.53365 -0.077 0.061 0.030 -1.017
C 2.98194 -1.75654 -3.38948 0.068 -0.002 -0.056 1.632
C 2.39013 -2.93728 -3.86527 -0.017 -0.016 -0.020 -1.181
C 4.30462 -1.36217 -3.78010 -0.052 -0.041 -0.001 -1.160
C 4.81162 -0.18164 -3.37978 -0.007 0.045 0.033 -1.087
C 4.04352 0.70282 -2.54964 0.060 0.047 -0.078 1.725
C 4.50844 1.98756 -2.21452 0.055 -0.053 -0.030 -1.240
C 3.71422 2.80970 -1.47260 -0.087 0.042 0.058 -0.985
C 2.47614 2.32587 -1.01781 0.075 0.008 0.168 -0.525
N 2.02314 1.11935 -1.28461 0.502 0.028 -0.396 1.451
C 2.77891 0.32203 -2.08662 -0.183 0.029 0.029 -0.562
H 0.60634 -4.12514 -3.86730 -0.006 0.004 -0.004 0.547
H -0.57613 -2.58435 -2.31374 0.005 -0.014 0.017 0.194
H 2.95173 -3.58383 -4.52908 0.007 0.000 0.002 0.462
H 4.87517 -2.02697 -4.41692 -0.001 -0.005 -0.004 0.435
H 5.80308 0.13031 -3.68506 -0.003 0.015 -0.007 0.423
H 5.47978 2.31185 -2.57003 -0.002 -0.004 -0.003 0.441
H 4.01227 3.81850 -1.22508 0.007 0.012 0.033 0.605
H 1.85164 2.95205 -0.39115 -0.001 -0.013 0.022 0.181
O -3.29604 -2.06078 -0.27293 0.199 0.231 0.060 -0.433
C -3.77461 -2.12848 -1.53901 0.021 0.032 -0.023 0.345
C -4.81238 -3.02617 -1.78139 -0.014 -0.006 -0.051 -0.717
C -5.34794 -3.14339 -3.04908 0.002 0.000 -0.003 -0.321
C -4.85450 -2.36379 -4.09063 0.001 0.002 0.015 -0.897
C -3.82772 -1.47172 -3.84463 0.025 -0.024 -0.037 -0.891
C -3.26191 -1.33366 -2.57584 -0.060 0.058 0.069 0.257
C -2.15803 -0.34105 -2.34208 -0.083 -0.312 0.185 -0.463
O -1.70715 -0.20868 -1.12921 -1.695 -0.287 -0.881 2.452
N -1.72494 0.25280 -3.40241 -0.024 0.101 -0.230 -0.288
N -0.77499 1.24219 -3.20458 0.205 -0.131 0.055 -0.434
C -0.00771 1.37110 -4.20620 0.030 0.108 0.132 0.333
S -0.00650 0.28433 -5.60485 -0.126 -0.009 -0.048 -0.063
C 0.96318 1.41136 -6.63826 0.011 -0.002 0.037 -0.725
C 2.01420 2.05600 -5.75636 -0.004 -0.031 0.028 -0.434
S 1.15972 2.70080 -4.29758 -0.062 -0.055 0.069 -0.122
H -2.59554 -1.35114 -0.30376 -0.049 -0.110 -0.025 -0.117
H -5.18647 -3.61524 -0.95371 0.013 -0.006 0.006 0.428
H -6.15739 -3.84073 -3.22558 -0.002 -0.007 -0.004 0.395
H -5.27380 -2.44840 -5.08418 -0.002 0.000 -0.007 0.413
H -3.42892 -0.85144 -4.63578 -0.008 -0.001 0.004 0.444
H 0.29682 2.16914 -7.05013 0.026 -0.003 -0.060 0.336
H 1.40451 0.83773 -7.45316 0.017 -0.015 0.023 0.413
H 2.50558 2.89280 -6.25274 -0.005 0.011 0.012 0.481
H 2.76315 1.32429 -5.45158 0.048 -0.013 0.003 0.096
C 4.02769 1.21380 2.80303 -0.005 0.078 0.040 -1.008
N 3.09806 2.31644 2.89825 0.076 -0.085 -0.185 0.293
C 3.28078 3.58611 2.37431 -0.037 0.028 0.062 -0.628
C 2.15643 4.27616 2.65486 0.047 -0.103 -0.088 -0.584
N 1.28944 3.44632 3.33277 -0.128 0.044 -0.071 0.259
B -0.06949 3.92690 3.88992 -0.007 0.080 -0.007 -0.402
N -1.34234 3.40940 3.08655 0.044 -0.153 -0.036 0.616
C -2.56845 3.52924 3.70581 0.014 -0.003 0.010 -0.737
C -3.53870 3.23123 2.81483 -0.011 0.061 0.025 -0.556
N -2.89933 2.92849 1.63646 -0.045 -0.049 -0.129 0.434
C -3.54024 2.51861 0.40145 0.026 -0.015 -0.006 -0.699
C -1.55454 3.03514 1.80859 -0.034 0.056 -0.014 -0.482
S -0.46466 2.77992 0.51383 0.206 0.122 0.218 -0.414
C 1.87282 2.23990 3.47743 -0.015 -0.110 0.201 -0.012
S 1.27830 0.86305 4.27523 0.172 0.036 -0.107 -0.404
H 5.01606 1.61182 2.57923 -0.001 -0.018 -0.027 0.346
H 3.72866 0.51361 2.01959 -0.038 0.017 -0.076 0.231
H 4.04983 0.68358 3.75392 0.017 0.019 0.022 0.379
H 4.19402 3.87912 1.88990 0.017 -0.016 -0.049 0.498
H 1.88599 5.28984 2.42561 -0.007 0.017 0.009 0.488
H -0.07406 5.13627 3.79620 0.017 -0.024 0.040 -0.189
H -0.21474 3.54660 5.02841 -0.021 0.023 -0.046 -0.037
H -2.63738 3.83648 4.73386 0.009 -0.014 0.015 0.514
H -4.61016 3.22322 2.90528 -0.005 -0.019 0.000 0.487
H -4.55552 2.19919 0.63030 0.002 0.001 0.002 0.311
H -2.98140 1.69956 -0.05005 -0.026 -0.003 0.023 -0.031
H -3.56454 3.34254 -0.31146 0.012 0.007 0.005 0.353
N -0.35838 -2.93285 0.33504 0.200 0.111 0.214 0.416
C 0.97226 -3.48412 0.55195 -0.085 -0.097 0.016 -0.123
C 1.13132 -4.36713 1.81366 -0.122 0.020 -0.041 -1.383
C 0.51942 -3.83703 3.11477 0.068 -0.041 -0.001 -0.658
C 1.04736 -2.50776 3.68131 -0.127 0.016 0.049 -0.628
N 2.45043 -2.22540 3.41084 0.021 -0.024 -0.288 0.918
C 3.46688 -2.95880 3.77912 -0.139 -0.004 0.117 0.502
N 4.65933 -2.78486 3.18526 -0.052 0.054 -0.297 -0.405
N 3.31554 -3.88201 4.75210 0.039 0.085 -0.044 -0.367
C 2.04459 -2.38782 0.56776 0.173 0.166 0.093 0.510
O 3.22444 -2.75558 0.46877 0.234 -0.021 0.249 -0.938
O 1.66583 -1.18854 0.75922 0.779 -0.807 0.605 -0.413
H -0.63257 -2.33040 1.10764 -0.044 -0.037 0.034 -0.343
H -1.06504 -3.65627 0.26671 0.007 -0.007 -0.124 0.317
H 1.22454 -4.11728 -0.30281 0.001 0.001 0.003 0.671
H 2.19308 -4.58970 1.94099 0.021 0.009 -0.008 0.270
H 0.64040 -5.32442 1.61400 0.016 -0.006 0.002 0.636
H 0.61968 -4.62484 3.86640 0.010 -0.025 -0.024 0.503
H -0.55544 -3.70096 2.96800 -0.012 0.010 0.051 0.284
H 0.87271 -2.46725 4.76191 -0.053 0.077 -0.016 0.737
H 0.51398 -1.66313 3.24914 -0.002 0.030 0.007 -0.316
H 2.60957 -1.46648 2.74973 -0.031 -0.064 0.022 -0.555
H 4.59483 -2.54236 2.19356 -0.008 -0.022 0.034 0.209
H 5.41419 -3.39494 3.44748 0.004 0.013 -0.038 0.248
H 2.52476 -3.79558 5.36765 -0.002 0.008 0.013 0.197
H 4.12640 -4.34424 5.12282 -0.009 -0.032 -0.038 0.231
C -2.01018 0.17318 4.34240 -0.104 0.058 -0.018 -0.742
S -2.43056 -0.11615 2.63590 0.088 0.098 -0.216 0.805
C -3.48202 -1.53666 2.88733 0.004 -0.117 0.033 -0.996
O -1.18188 -0.64746 1.96496 -0.090 -0.022 -0.007 -1.277
H -2.91099 0.51624 4.85060 -0.036 -0.013 0.008 0.520
H -1.24289 0.94856 4.35716 -0.009 -0.088 0.056 -0.278
H -1.63564 -0.75081 4.78474 0.062 0.037 0.008 0.356
H -4.36677 -1.21110 3.43469 -0.006 -0.021 0.007 0.485
H -2.93281 -2.28995 3.45447 -0.014 -0.002 0.010 0.290
H -3.75856 -1.92047 1.90712 -0.015 0.026 -0.004 0.144